Computed, not measured: a molecular structure, C30H26AuBrF3N3SSb, with ωB97M-V with the def2-TZVPD basis set.

Calculated values
ΔE to the lowest compared entry with this formula, charge and spin: 0.532 eV
net charge: +3
M: 916.25 g/mol

Cartesian coordinates (Å):
Au 1.50 0.68 -0.37
C 2.37 6.08 -0.52
C 1.74 4.91 -1.21
C 1.09 5.03 -2.44
C 0.53 3.93 -3.05
C 0.62 2.70 -2.42
Br -0.09 1.17 -3.23
N 1.23 2.56 -1.23
C 1.78 3.65 -0.65
H 1.65 6.58 0.13
H 2.71 6.82 -1.25
H 3.22 5.78 0.09
H 1.03 6.00 -2.93
H 0.05 4.00 -4.02
H 2.28 3.48 0.30
C 3.22 -5.88 -1.03
C 2.78 -4.52 -1.42
C 2.64 -4.07 -2.71
C 2.26 -2.75 -2.95
N 2.00 -1.90 -1.92
C 2.11 -2.35 -0.70
S 1.83 -1.31 0.71
N 2.50 -3.62 -0.44
C 2.12 -2.21 -4.32
H 2.63 -6.63 -1.58
H 3.12 -6.07 0.03
H 4.26 -6.02 -1.32
H 2.84 -4.74 -3.54
H 2.62 -3.92 0.53
H 1.20 -2.60 -4.77
H 2.95 -2.54 -4.95
H 2.08 -1.12 -4.31
F -2.52 -4.93 4.61
C -2.13 -3.95 3.81
C -2.64 -3.92 2.52
C -2.24 -2.90 1.68
C -1.37 -1.91 2.17
C -0.84 -1.99 3.47
C -1.24 -3.01 4.31
Sb -0.80 -0.30 1.03
C -2.19 0.16 -0.41
C -2.68 1.48 -0.42
C -3.66 1.82 -1.33
C -4.10 0.86 -2.23
F -5.02 1.20 -3.11
C -3.60 -0.43 -2.26
C -2.63 -0.78 -1.35
C -0.65 1.26 2.41
C 0.49 2.03 2.62
C 0.46 3.07 3.53
C -0.73 3.31 4.21
F -0.77 4.31 5.07
C -1.87 2.54 4.03
C -1.82 1.50 3.13
H -3.33 -4.68 2.20
H -2.64 -2.85 0.68
H -0.15 -1.24 3.84
H -0.89 -3.09 5.32
H -2.32 2.22 0.28
H -4.08 2.82 -1.36
H -3.99 -1.14 -2.98
H -2.22 -1.78 -1.37
H 1.42 1.82 2.09
H 1.32 3.69 3.73
H -2.76 2.76 4.60
H -2.71 0.89 2.99


Computed, not measured: a molecular structure, C30H26Br2N6O4S2Zr, with ωB97M-V with the def2-TZVPD basis set.

Calculated values
ΔE to the lowest compared entry with this formula, charge and spin: 0.595 eV
net charge: +2
M: 849.74 g/mol

Cartesian coordinates (Å):
Zr -1.03 -0.33 0.15
C -1.51 -2.81 -2.49
C -1.79 -3.33 -1.12
C -2.12 -4.69 -0.93
C -2.39 -5.17 0.31
C -2.39 -4.30 1.42
C -2.67 -4.69 2.76
Br -3.06 -6.49 3.16
C -2.67 -3.77 3.77
C -2.41 -2.41 3.49
Br -2.49 -1.18 4.90
C -2.15 -2.00 2.21
O -1.92 -0.70 1.86
C -2.10 -2.95 1.17
N -1.77 -2.49 -0.09
H -1.45 -3.63 -3.20
H -0.59 -2.24 -2.54
H -2.32 -2.15 -2.82
H -2.13 -5.34 -1.80
H -2.62 -6.22 0.46
H -2.89 -4.06 4.78
N 2.58 4.68 -5.40
C 1.82 3.86 -4.64
C 2.31 2.60 -4.24
C 1.53 1.77 -3.47
C 0.25 2.19 -3.08
C -0.25 3.44 -3.48
C 0.53 4.26 -4.23
S -0.69 1.14 -2.16
O -0.91 1.69 -0.73
O 0.08 -0.11 -1.84
N -2.04 0.91 -2.84
C -3.09 0.45 -2.09
S -4.66 0.49 -2.74
C -5.30 -0.13 -1.27
C -4.31 -0.38 -0.39
N -3.04 -0.03 -0.84
H 3.47 4.38 -5.74
H 2.22 5.56 -5.73
H 3.29 2.28 -4.56
H 1.90 0.80 -3.18
H -1.25 3.75 -3.20
H 0.15 5.23 -4.54
H -6.35 -0.29 -1.13
H -4.42 -0.77 0.61
C 3.91 2.00 2.11
N 3.37 0.84 1.40
N 2.07 0.43 1.56
C 1.87 -0.64 0.76
O 0.71 -1.25 0.75
C 3.05 -0.89 0.06
C 3.96 0.06 0.49
C 5.37 0.28 0.08
C 1.24 0.92 2.63
C 0.13 1.70 2.35
C -0.65 2.17 3.40
C -0.30 1.87 4.71
C 0.81 1.07 4.97
C 1.58 0.58 3.93
H 3.12 2.73 2.24
H 4.69 2.43 1.49
H 4.31 1.71 3.08
H 3.21 -1.67 -0.66
H 5.70 -0.53 -0.57
H 6.04 0.31 0.95
H 5.48 1.21 -0.47
H -0.10 2.02 1.34
H -1.52 2.78 3.20
H -0.89 2.25 5.53
H 1.07 0.82 5.99
H 2.44 -0.05 4.12


Computed, not measured: a molecular structure, C30H26ClIrNP2, with ωB97M-V with the def2-TZVPD basis set.

Calculated values
ΔE to the lowest compared entry with this formula, charge and spin: 0.488 eV
net charge: +1
M: 690.16 g/mol

Cartesian coordinates (Å):
Ir 0.49 1.59 0.94
C 1.97 -0.95 2.34
P 1.99 -0.13 0.71
C 1.64 -1.33 -0.59
C 1.17 -0.82 -1.81
C 0.91 -1.68 -2.86
C 1.08 -3.05 -2.69
C 1.53 -3.56 -1.48
C 1.81 -2.70 -0.43
C 3.70 0.40 0.45
C 4.66 -0.59 0.22
C 5.98 -0.23 0.05
C 6.35 1.11 0.09
C 5.40 2.09 0.31
C 4.07 1.74 0.49
C 0.57 -0.81 2.78
C -0.34 -1.64 3.35
C -1.60 -0.97 3.33
C -1.39 0.24 2.76
C -2.27 1.27 2.15
P -1.68 1.13 0.42
C -2.27 -0.49 -0.09
C -3.59 -0.62 -0.51
C -4.09 -1.87 -0.82
C -3.28 -3.00 -0.72
C -1.97 -2.87 -0.28
C -1.46 -1.61 0.03
C -2.53 2.32 -0.61
C -3.08 3.47 -0.04
C -3.76 4.37 -0.85
C -3.86 4.14 -2.21
C -3.27 3.02 -2.79
C -2.60 2.11 -1.99
N -0.05 0.40 2.45
H 2.68 -0.40 2.96
H 2.31 -1.99 2.29
H 1.02 0.24 -1.92
H 0.56 -1.29 -3.80
H 0.88 -3.73 -3.51
H 1.66 -4.62 -1.35
H 2.16 -3.11 0.51
H 4.37 -1.64 0.16
H 6.73 -0.99 -0.13
H 7.39 1.39 -0.04
H 5.69 3.13 0.35
H 3.32 2.51 0.65
H -0.13 -2.62 3.75
H -2.55 -1.35 3.69
H -2.05 2.27 2.52
H -3.34 1.08 2.22
H -4.23 0.25 -0.60
H -5.12 -1.98 -1.14
H -3.67 -3.97 -0.97
H -1.33 -3.74 -0.19
H -0.45 -1.51 0.39
H -2.99 3.67 1.02
H -4.21 5.25 -0.41
H -4.40 4.84 -2.84
H -3.33 2.86 -3.85
H -2.14 1.24 -2.43
Cl 0.96 3.74 0.57


Computed, not measured: a gas-phase ion, C30H26F3N4 (charge +1), with ωB97M-V with the def2-TZVPD basis set.

Calculated values
net charge: +1
M: 499.56 g/mol
SMILES string: C[N+](C)=C(c1ccc(C(F)(F)F)cc1)[C@H]1N(c2ccccc2)N=C(c2ccccc2)N1c1ccccc1

Cartesian coordinates (Å):
C 2.80 0.22 2.32
N 2.78 0.00 0.88
C 4.18 0.27 0.35
C 1.56 0.11 0.16
C 1.97 0.70 -1.24
C 2.83 0.13 -2.25
C 3.28 0.83 -3.38
C 2.96 2.18 -3.53
C 3.53 2.98 -4.69
F 2.77 4.08 -4.99
F 4.80 3.43 -4.43
F 3.61 2.23 -5.84
C 2.13 2.78 -2.59
C 1.70 2.06 -1.47
H 3.83 0.27 2.69
H 2.29 1.14 2.56
H 2.33 -0.62 2.80
H 4.94 0.18 1.15
H 4.56 -0.42 -0.42
H 4.36 1.29 -0.06
H 0.67 -1.31 0.21
H 3.12 -0.92 -2.22
H 3.92 0.36 -4.17
H 1.83 3.84 -2.73
H 1.04 2.55 -0.77
C 1.08 -3.29 4.95
C 1.55 -3.39 3.63
C 1.03 -2.59 2.61
C 0.10 -1.59 2.93
N -0.20 -0.53 2.06
C 0.30 -0.38 0.61
N -1.16 -0.04 0.03
C -1.53 -0.58 -1.23
C -0.50 -0.85 -2.13
C -0.75 -1.15 -3.45
C -2.05 -1.31 -3.91
C -3.10 -1.21 -2.99
C -2.85 -0.86 -1.66
C -2.07 0.10 1.07
C -3.52 0.55 1.04
C -4.50 0.17 2.02
C -5.83 0.68 1.98
C -6.20 1.59 0.99
C -5.27 2.00 0.03
C -3.96 1.49 0.06
N -1.48 -0.12 2.23
C -0.45 -1.55 4.22
C 0.05 -2.36 5.23
H 1.53 -3.89 5.76
H 2.37 -4.07 3.42
H 1.38 -2.71 1.60
H 0.51 -0.74 -1.79
H 0.08 -1.24 -4.13
H -2.25 -1.53 -4.97
H -4.12 -1.39 -3.34
H -3.71 -0.80 -0.99
H -4.22 -0.53 2.81
H -6.56 0.36 2.74
H -7.21 1.98 0.96
H -5.54 2.72 -0.76
H -3.22 1.82 -0.68
H -1.22 -0.83 4.46
H -0.31 -2.26 6.26


The calculation returns the following E_HOMO values, one per record and in order: -17.10, -13.12, -10.79, -10.69 eV.
The calculation returns the following largest force on an atom values, one per record and in order: 0.55, 0.81, 1.16, 8.32 eV/A.
The calculation returns the following orbital gap values, one per record and in order: 6.4, 7.5, 6.1, 6.2 eV.